Record 1
The following is a DFT calculation (the ωB97M-V functional and the def2-TZVPD basis) of a structure of composition C45H58BrCl2N3O3PPd.

Results
Relative energy (zero: lowest compared OMol25 entry of this formula, charge and spin): 15.6 kJ/mol
Gap between HOMO and LUMO: 6.7 eV
HOMO level: -10.08 eV
Net charge: +1

Each line ends with the Mulliken charge.
Atoms and positions in Å:
Pd1 0.317 -1.051 0.989  -0.502
O1 0.615 0.293 -0.742  1.267
C1 -0.175 1.129 -1.602  -0.991
C2 -1.605 0.645 -1.726  0.702
C3 -2.390 0.779 -0.417  0.825
C4 -2.479 2.214 0.024  -0.364
C5 -3.503 3.035 -0.443  -0.745
C6 -3.525 4.368 -0.077  -0.675
C7 -2.515 4.851 0.745  -0.920
C8 -1.536 3.965 1.158  -0.263
N1 -1.506 2.678 0.812  0.628
H1 0.851 -0.540 -1.243  -0.469
H2 0.307 1.144 -2.583  0.461
H3 -0.129 2.133 -1.181  0.575
H4 -1.615 -0.394 -2.071  -1.274
H5 -2.097 1.235 -2.506  0.732
H6 -1.923 0.179 0.367  -1.299
H7 -3.396 0.381 -0.565  1.055
H8 -4.274 2.621 -1.082  0.548
H9 -4.313 5.022 -0.426  0.434
H10 -2.486 5.884 1.059  0.479
H11 -0.731 4.307 1.802  0.231
C9 4.078 -1.260 5.625  -0.801
C10 4.361 -1.703 4.195  -0.899
C11 3.719 -0.736 3.189  -0.522
C12 2.382 -0.183 3.724  0.157
C13 1.721 -1.188 4.670  -0.244
C14 2.574 -1.348 5.936  -0.965
P1 1.243 0.420 2.430  1.048
C15 2.053 1.727 1.459  1.418
C16 3.148 1.231 0.507  -0.670
C17 3.387 2.300 -0.574  -0.734
C18 3.130 3.718 -0.039  -0.727
C19 3.497 3.803 1.439  -0.986
C20 2.570 2.912 2.290  -0.329
C21 -0.192 1.242 3.241  1.118
C22 0.103 1.984 4.570  -0.464
C23 -1.087 1.915 5.529  -1.005
C24 -2.385 2.219 4.791  -0.784
C25 -2.664 1.163 3.702  -0.705
C26 -1.423 0.330 3.365  -0.457
H12 4.430 -0.232 5.752  0.332
H13 4.644 -1.862 6.336  0.484
H14 3.971 -2.715 4.043  0.294
H15 5.435 -1.759 4.009  0.540
H16 3.579 -1.245 2.234  -0.080
H17 4.398 0.097 2.997  0.329
H18 2.614 0.711 4.314  1.397
H19 1.633 -2.144 4.155  0.015
H20 0.706 -0.888 4.935  -0.242
H21 2.340 -2.307 6.402  0.519
H22 2.299 -0.578 6.660  0.277
H23 1.215 2.069 0.836  -1.002
H24 2.865 0.288 0.038  -0.521
H25 4.066 1.058 1.071  0.772
H26 2.739 2.100 -1.430  -0.025
H27 4.416 2.221 -0.932  0.576
H28 2.076 3.985 -0.164  0.208
H29 3.697 4.446 -0.620  0.551
H30 3.446 4.832 1.798  0.496
H31 4.536 3.485 1.565  0.408
H32 1.725 3.496 2.660  0.200
H33 3.116 2.558 3.170  0.086
H34 -0.460 1.974 2.469  -0.393
H35 0.313 3.033 4.347  0.341
H36 0.988 1.597 5.076  0.022
H37 -0.928 2.620 6.346  0.565
H38 -1.146 0.923 5.987  0.363
H39 -2.307 3.212 4.339  0.294
H40 -3.219 2.268 5.491  0.482
H41 -3.012 1.651 2.790  -0.038
H42 -3.463 0.489 4.019  0.559
H43 -1.604 -0.203 2.425  -0.198
H44 -1.259 -0.439 4.121  0.405
Cl1 1.732 -5.605 -4.311  -0.212
C27 2.018 -3.885 -4.329  0.778
C28 3.283 -3.427 -4.015  -0.793
C29 3.532 -2.065 -4.003  -0.547
C30 2.514 -1.185 -4.325  -0.725
C31 1.259 -1.662 -4.655  1.197
Cl2 0.045 -0.506 -5.107  -0.139
C32 0.957 -3.030 -4.656  -1.137
N2 -0.283 -3.535 -5.028  -0.131
C33 -1.520 -3.081 -4.469  -0.304
C34 -2.508 -2.628 -5.337  -0.366
C35 -3.734 -2.207 -4.857  -0.628
C36 -3.981 -2.230 -3.489  -0.721
C37 -3.006 -2.701 -2.627  -0.592
C38 -1.772 -3.144 -3.103  0.566
C39 -0.774 -3.717 -2.126  -1.122
C40 -0.116 -2.617 -1.332  0.418
O2 -0.758 -2.225 -0.286  -0.583
O3 0.961 -2.120 -1.696  -0.348
H45 4.061 -4.142 -3.786  0.458
H46 4.519 -1.694 -3.765  0.456
H47 2.688 -0.118 -4.349  0.455
H48 -0.266 -4.526 -5.219  0.429
H49 -2.281 -2.596 -6.394  0.486
H50 -4.492 -1.858 -5.545  0.408
H51 -4.935 -1.901 -3.100  0.482
H52 -3.198 -2.748 -1.561  0.443
H53 0.000 -4.287 -2.638  0.200
H54 -1.298 -4.374 -1.431  0.687
Br1 -1.267 -3.374 2.925  -0.006
C41 0.396 -3.842 2.203  0.025
C42 0.815 -5.161 2.247  -0.941
C43 2.020 -5.488 1.652  -0.472
C44 2.761 -4.494 1.031  -1.306
C45 2.276 -3.204 1.038  -0.222
N3 1.115 -2.874 1.632  0.786
H55 0.195 -5.904 2.725  0.529
H56 2.367 -6.512 1.663  0.489
H57 3.697 -4.707 0.535  0.601
H58 2.803 -2.402 0.543  0.507

---

Record 2
The following is a DFT calculation (the ωB97M-V functional and the def2-TZVPD basis) of a cluster of 4 separate species, CH10NO3 in total.

Results
Relative energy (zero: lowest compared OMol25 entry of this formula, charge and spin): 33.8 kJ/mol
Gap between HOMO and LUMO (spin up / spin down): 5.6 / 10.2 eV
Multiplicity: 2
HOMO level (spin up / spin down): -4.98 / -9.65 eV

Each line ends with the Löwdin spin population.
Atoms and positions in Å:
C1 -1.304 -1.575 1.226  0.578
N1 -0.811 -0.541 0.478  0.308
H1 -1.323 -1.452 2.300  0.049
H2 -1.417 -2.591 0.885  0.055
H3 -0.709 -0.575 -0.513  0.003
H4 -0.657 0.275 1.037  0.002
H5 0.812 1.322 -1.622  0.000
H6 1.822 0.115 -1.765  0.000
O1 1.100 0.485 -1.257  0.003
H7 2.200 2.466 2.377  0.000
H8 3.358 1.666 1.967  0.000
O2 2.450 1.540 2.271  0.000
H9 -1.850 -1.128 -2.625  0.000
H10 -2.189 0.305 -2.495  0.000
O3 -1.481 -0.311 -2.265  0.001

---

Record 3
The following is a DFT calculation (the ωB97M-V functional and the def2-TZVPD basis) of a structure of composition C25H18N2RhS.

Results
Gap between HOMO and LUMO (spin up / spin down): 5.7 / 5.9 eV
Multiplicity: 5
HOMO level (spin up / spin down): -8.76 / -11.61 eV
Net charge: +1

Each line ends with the Löwdin spin population.
Atoms and positions in Å:
Rh1 12.617 3.937 8.917  0.925
S1 16.873 3.814 10.645  0.139
C1 17.017 4.023 8.879  0.176
C2 18.139 4.266 8.112  -0.009
C3 18.040 4.342 6.733  0.220
C4 16.769 4.227 6.120  0.013
C5 15.611 4.037 6.846  0.128
C6 15.702 3.998 8.274  0.089
N1 14.718 3.894 9.074  0.280
C7 15.099 3.845 10.433  0.354
C8 14.137 4.056 11.405  0.092
C9 14.368 4.154 12.812  0.150
C10 13.319 4.432 13.682  0.001
C11 12.014 4.575 13.182  0.196
C12 11.796 4.407 11.808  0.001
C13 12.794 4.133 10.909  0.170
H1 19.101 4.396 8.562  -0.005
H2 18.879 4.511 6.069  0.012
H3 16.707 4.356 5.045  -0.003
H4 14.693 3.843 6.318  0.006
H5 15.428 3.971 13.151  0.007
H6 13.493 4.502 14.760  -0.004
H7 11.214 4.658 13.900  0.011
H8 10.775 4.533 11.462  -0.004
N2 10.477 3.686 8.882  0.013
C14 9.571 4.824 8.696  0.004
C15 8.223 4.564 8.487  0.000
C16 7.339 5.616 8.264  0.000
C17 7.834 6.919 8.325  0.000
C18 9.173 7.141 8.610  0.001
C19 10.103 6.112 8.786  0.021
C20 11.528 6.499 9.022  0.131
C21 11.888 7.304 10.085  0.028
C22 13.176 7.770 10.240  0.010
C23 14.154 7.477 9.232  0.031
C24 13.793 6.749 8.101  0.121
C25 12.515 6.262 8.082  0.657
H9 10.236 2.981 8.193  0.004
H10 10.252 3.227 9.782  0.005
H11 7.823 3.580 8.427  0.000
H12 6.288 5.412 8.054  0.000
H13 7.180 7.776 8.216  0.000
H14 9.537 8.168 8.707  0.000
H15 11.148 7.494 10.834  0.005
H16 13.440 8.345 11.114  0.001
H17 15.197 7.799 9.329  0.005
H18 14.469 6.545 7.273  0.016

---

Record 4
The following is a DFT calculation (the ωB97M-V functional and the def2-TZVPD basis) of the molecule C3H6O2.

Results
SMILES: CCOC=O
Relative energy (zero: lowest compared OMol25 entry of this formula, charge and spin): 48.8 kJ/mol
Gap between HOMO and LUMO: 11.8 eV
HOMO level: -10.77 eV

Each line ends with the natural charge from an NBO analysis.
Atoms and positions in Å:
C1 -1.428 0.530 0.038  -0.627
C2 -0.331 -0.487 0.275  -0.092
O1 0.897 0.222 0.533  -0.507
C3 1.939 -0.070 -0.250  0.650
O2 1.958 -0.872 -1.146  -0.589
H1 -1.227 1.091 -0.877  0.213
H2 -2.396 0.032 -0.079  0.217
H3 -1.498 1.241 0.868  0.215
H4 -0.180 -1.141 -0.588  0.214
H5 -0.528 -1.093 1.164  0.185
H6 2.795 0.547 0.061  0.121

---

Record 5
The following is a DFT calculation (the ωB97M-V functional and the def2-TZVPD basis) of a cluster of 3 separate species, C4H9NO in total.

Results
Relative energy (zero: lowest compared OMol25 entry of this formula, charge and spin): 661.7 kJ/mol
Gap between HOMO and LUMO (spin up / spin down): 8.9 / 8.9 eV
HOMO level (spin up / spin down): -9.06 / -9.06 eV

Each line ends with the natural charge from an NBO analysis.
Atoms and positions in Å:
C1 0.115 1.379 -0.492  -0.143
C2 0.716 0.075 -0.695  0.069
O1 1.770 -0.165 0.022  -0.713
C3 -0.703 -0.524 -0.105  -0.088
C4 -0.503 -1.698 0.785  -0.225
N1 -0.977 -0.434 1.318  -0.582
H1 1.828 2.064 -0.471  -0.081
H2 -0.569 1.826 -1.215  0.207
H3 0.036 1.717 0.536  0.226
H4 0.694 -0.257 -1.753  0.152
H5 2.194 1.356 -0.196  0.182
H6 -1.528 -0.555 -0.813  0.207
H7 0.527 -1.933 1.038  0.236
H8 -1.199 -2.530 0.692  0.193
H9 -1.978 -0.444 1.492  0.359

---

What did the fourth record say?
The following is a DFT calculation (the ωB97M-V functional and the def2-TZVPD basis) of the molecule C3H6O2.

Results
SMILES: CCOC=O
Relative energy (zero: lowest compared OMol25 entry of this formula, charge and spin): 48.8 kJ/mol
Gap between HOMO and LUMO: 11.8 eV
HOMO level: -10.77 eV

Each line ends with the natural charge from an NBO analysis.
Atoms and positions in Å:
C1 -1.428 0.530 0.038  -0.627
C2 -0.331 -0.487 0.275  -0.092
O1 0.897 0.222 0.533  -0.507
C3 1.939 -0.070 -0.250  0.650
O2 1.958 -0.872 -1.146  -0.589
H1 -1.227 1.091 -0.877  0.213
H2 -2.396 0.032 -0.079  0.217
H3 -1.498 1.241 0.868  0.215
H4 -0.180 -1.141 -0.588  0.214
H5 -0.528 -1.093 1.164  0.185
H6 2.795 0.547 0.061  0.121